{
  "formula": "C17H17N3O5",
  "method": "ωB97M-V/def2-TZVPD",
  "elements": ["C", "C", "C", "C", "C", "C", "C", "H", "O", "C", "C", "O", "O", "N", "C", "N", "H", "H", "C", "C", "C", "C", "C", "C", "H", "H", "H", "N", "O", "O", "H", "H", "H", "C", "H", "H", "H", "H", "H", "H", "H", "H"],
  "coordinates": [[-5.427, 1.133, 1.676], [-4.193, 1.408, 0.872], [-3.589, 2.655, 0.887], [-2.467, 2.895, 0.113], [-1.913, 1.909, -0.683], [-2.516, 0.643, -0.690], [-3.647, 0.407, 0.075], [-4.128, -0.558, 0.070], [-1.910, -0.298, -1.487], [-2.459, -1.591, -1.548], [-2.456, -2.351, -0.219], [-3.400, -2.966, 0.196], [-1.337, -2.298, 0.508], [-0.202, -1.759, -0.143], [0.621, -1.152, 0.631], [0.479, -1.012, 1.966], [1.054, -0.379, 2.491], [-0.373, -1.345, 2.385], [1.818, -0.604, -0.032], [2.982, -0.341, 0.677], [4.081, 0.184, 0.009], [4.046, 0.450, -1.353], [2.885, 0.176, -2.056], [1.782, -0.346, -1.405], [0.870, -0.565, -1.937], [2.841, 0.375, -3.116], [4.920, 0.861, -1.834], [5.285, 0.459, 0.758], [6.250, 0.854, 0.144], [5.251, 0.280, 1.957], [3.077, -0.555, 1.731], [-3.488, -1.584, -1.929], [-1.814, -2.138, -2.244], [-0.699, 2.171, -1.521], [-0.821, 1.728, -2.507], [-0.530, 3.239, -1.625], [0.184, 1.722, -1.065], [-2.009, 3.874, 0.126], [-3.999, 3.444, 1.501], [-5.467, 1.770, 2.556], [-5.462, 0.091, 1.987], [-6.314, 1.333, 1.074]],
  "nbo_charge": [-0.63, 0.02, -0.25, -0.18, -0.09, 0.37, -0.34, 0.23, -0.51, -0.19, 0.77, -0.56, -0.39, -0.23, 0.40, -0.80, 0.40, 0.42, -0.10, -0.19, 0.07, -0.18, -0.22, -0.13, 0.25, 0.23, 0.25, 0.52, -0.37, -0.38, 0.25, 0.21, 0.23, -0.63, 0.22, 0.22, 0.22, 0.21, 0.21, 0.22, 0.22, 0.22],
  "smiles": "Cc1ccc(C)c(OCC(=O)O/N=C(\\N)c2cccc([N+](=O)[O-])c2)c1",
  "relative_energy_kj_mol": 497.6
}

---

{
  "formula": "C6H11N2O",
  "method": "ωB97M-V/def2-TZVPD",
  "elements": ["C", "C", "C", "C", "C", "C", "N", "N", "O", "H", "H", "H", "H", "H", "H", "H", "H", "H", "H", "H"],
  "coordinates": [[-0.817, 1.500, -0.439], [0.097, 1.397, 0.518], [1.727, -0.116, -0.204], [-1.205, 0.243, -1.074], [0.478, -0.043, 0.690], [-1.589, -1.496, 0.639], [2.774, 0.541, 0.242], [-0.593, -0.727, -0.150], [1.630, -0.758, -1.266], [-1.220, 2.400, -0.936], [0.635, 2.144, 1.049], [-2.304, 0.202, -1.129], [-0.800, -0.001, -2.105], [0.596, -0.524, 1.649], [-2.041, -0.832, 1.497], [-2.487, -1.870, 0.045], [-1.080, -2.330, 1.195], [2.653, 1.210, 0.912], [3.569, 0.491, -0.363], [-0.026, -1.431, -0.771]],
  "nbo_charge": [-0.16, -0.21, 0.67, -0.27, -0.16, -0.44, -0.76, -0.38, -0.63, 0.26, 0.25, 0.25, 0.27, 0.26, 0.24, 0.26, 0.24, 0.40, 0.43, 0.50],
  "smiles": "C[N@H+]1CC=C[C@@H]1C(N)=O",
  "relative_energy_kj_mol": 122.9,
  "total_charge": 1
}

---

{
  "formula": "CH5OS",
  "method": "ωB97M-V/def2-TZVPD",
  "elements": ["O", "H", "C", "S", "H", "H", "H", "H"],
  "coordinates": [[-0.044, -0.204, -2.277], [-0.209, 0.045, -1.286], [0.219, -0.143, 1.284], [-0.376, 1.360, 0.407], [-0.372, -0.178, 2.212], [1.267, -0.034, 1.656], [0.203, -1.149, 0.782], [-0.687, 0.304, -2.777]],
  "nbo_charge": [-1.03, 0.50, -0.75, -0.69, 0.18, 0.17, 0.17, 0.45],
  "relative_energy_kj_mol": 24.9,
  "total_charge": -1
}

---

{
  "formula": "C6H11FO5",
  "method": "ωB97M-V/def2-TZVPD",
  "elements": ["C", "C", "C", "C", "C", "C", "H", "H", "H", "H", "H", "H", "H", "H", "H", "H", "H", "O", "O", "O", "O", "O", "F"],
  "coordinates": [[2.399, -0.265, -0.030], [0.914, -0.006, 0.222], [-1.053, 0.137, -1.013], [-2.168, -0.892, -0.903], [-1.068, 1.251, 0.064], [0.443, 1.431, 0.352], [2.052, -1.966, -0.817], [3.011, 0.139, 0.794], [2.679, 0.228, -0.968], [0.846, -1.577, 1.303], [-1.129, 0.593, -2.020], [-2.112, -1.596, -1.732], [-3.145, -0.394, -0.909], [-1.502, 2.164, -0.363], [-1.435, 0.136, 1.601], [0.614, 1.832, 1.356], [0.877, 3.105, -0.569], [2.587, -1.669, -0.070], [0.500, -0.675, 1.388], [0.228, -0.503, -0.907], [-1.811, 0.950, 1.221], [1.103, 2.163, -0.663], [-2.047, -1.638, 0.269]],
  "nbo_charge": [-0.09, 0.46, 0.03, 0.04, 0.05, 0.04, 0.48, 0.19, 0.19, 0.50, 0.20, 0.17, 0.18, 0.19, 0.50, 0.19, 0.48, -0.72, -0.74, -0.54, -0.71, -0.72, -0.37],
  "smiles": "OC[C@]1(O)O[C@@H](CF)[C@@H](O)[C@@H]1O",
  "relative_energy_kj_mol": 0.0
}

---

{
  "formula": "C5H8O2",
  "method": "ωB97M-V/def2-TZVPD",
  "elements": ["O", "C", "C", "C", "C", "O", "C", "H", "H", "H", "H", "H", "H", "H", "H"],
  "coordinates": [[1.024, -1.498, -0.769], [1.015, -0.994, 0.555], [-0.100, 0.031, 0.657], [-1.516, -0.479, 0.271], [-1.578, 0.630, -0.777], [-2.438, 1.020, -1.521], [-0.145, 1.075, -0.494], [1.777, -2.091, -0.869], [0.841, -1.804, 1.283], [1.978, -0.520, 0.802], [-0.074, 0.494, 1.650], [-1.522, -1.478, -0.177], [-2.292, -0.420, 1.040], [0.521, 0.826, -1.326], [-0.022, 2.129, -0.228]],
  "nbo_charge": [-0.73, -0.06, -0.23, -0.53, 0.62, -0.52, -0.54, 0.48, 0.16, 0.16, 0.21, 0.25, 0.23, 0.25, 0.23],
  "smiles": "O=C1CC(CO)C1",
  "relative_energy_kj_mol": 110.6
}

---

{
  "formula": "C3H11N3O2",
  "method": "ωB97M-V/def2-TZVPD",
  "elements": ["O", "C", "N", "C", "N", "C", "N", "H", "H", "H", "H", "H", "H", "H", "H", "H", "H", "H", "O"],
  "coordinates": [[-0.454, -1.360, 1.435], [0.079, -1.615, 0.397], [0.730, -2.851, 0.090], [0.159, -0.438, -0.633], [0.684, 0.686, 0.114], [0.436, 2.015, -0.448], [0.952, 2.110, -1.768], [0.845, -3.542, 0.841], [0.810, -3.273, -0.806], [0.971, -0.754, -1.365], [-0.821, -0.312, -0.950], [0.800, 0.504, 1.194], [-0.662, 2.167, -0.474], [0.967, 2.803, 0.253], [0.586, 1.356, -2.348], [1.880, 2.266, -1.806], [-1.973, 0.226, 1.717], [-3.057, -0.410, 2.542], [-2.931, 0.421, 2.016]],
  "nbo_charge": [-0.62, 0.71, -0.86, -0.33, -0.69, -0.04, -0.84, 0.40, 0.40, 0.19, 0.20, 0.41, 0.16, 0.19, 0.36, 0.36, 0.48, 0.46, -0.95],
  "smiles": "NCNCC(N)=O.O",
  "relative_energy_kj_mol": 192.9
}

---

no.,E (eV)
1,-32609.026
2,-11420.893
3,-14001.547
4,-19354.934
5,-9408.686
6,-11853.738